*one*
Formula: C60H165N15O15
Source: the Open Molecules 2025 dataset
Level of theory: ωB97M-V/def2-TZVPD

ORCA input file:
```
! wB97M-V def2-TZVPD RIJCOSX def2/J DEFGRID3
* xyz 0 1
C 1.404 2.133 -4.297
C 1.052 3.003 -5.579
C 0.350 4.310 -5.183
O -0.234 5.001 -6.353
C -1.149 6.023 -6.124
N 2.282 3.353 -6.281
H 1.855 1.183 -4.585
H 0.556 2.053 -3.617
H 2.191 2.614 -3.715
H 0.414 2.364 -6.189
H 1.105 4.911 -4.677
H -0.433 4.034 -4.477
H -1.806 5.767 -5.293
H -1.826 6.295 -6.933
H -0.653 6.952 -5.841
H 2.077 3.743 -7.190
H 2.798 4.050 -5.763
C 2.394 -1.610 -5.382
C 0.857 -1.684 -5.467
C 0.343 -2.336 -6.799
O 0.781 -1.712 -7.943
C 0.572 -0.336 -8.141
N 0.386 -2.463 -4.374
H 2.851 -2.586 -5.551
H 2.804 -1.365 -4.402
H 2.741 -0.870 -6.103
H 0.397 -0.696 -5.432
H -0.743 -2.422 -6.824
H 0.665 -3.377 -6.798
H 1.353 0.165 -7.568
H -0.422 -0.001 -7.847
H 0.690 -0.152 -9.209
H 0.821 -3.375 -4.367
H 0.695 -1.922 -3.579
C -4.429 0.962 0.487
C -5.769 1.141 -0.159
C -6.889 0.577 0.663
O -6.811 -0.866 0.737
C -7.868 -1.428 1.543
N -5.910 2.545 -0.424
H -4.305 1.541 1.402
H -3.624 1.360 -0.131
H -4.225 -0.095 0.661
H -5.791 0.619 -1.116
H -7.819 0.835 0.157
H -6.893 0.992 1.671
H -7.867 -2.503 1.363
H -8.915 -1.134 1.472
H -7.706 -1.158 2.587
H -6.640 2.623 -1.118
H -5.044 2.667 -0.929
C -4.666 7.401 1.325
C -4.503 5.906 0.867
C -4.445 4.918 2.093
O -3.388 5.140 2.981
C -2.126 5.095 2.358
N -5.688 5.492 0.059
H -4.649 8.073 0.467
H -3.898 7.686 2.044
H -5.535 7.613 1.948
H -3.650 5.885 0.189
H -4.356 3.888 1.749
H -5.415 4.976 2.586
H -1.992 5.842 1.576
H -1.884 4.096 1.994
H -1.380 5.261 3.135
H -6.555 5.665 0.546
H -5.757 4.490 -0.054
C -4.516 -1.505 3.997
C -4.276 -2.658 2.964
C -3.378 -3.768 3.661
O -2.120 -3.292 4.093
C -1.192 -3.037 3.098
N -5.577 -3.238 2.522
H -5.115 -0.774 3.453
H -3.541 -1.098 4.264
H -5.167 -1.707 4.848
H -3.807 -2.210 2.089
H -3.161 -4.639 3.043
H -3.866 -4.161 4.553
H -0.254 -2.728 3.558
H -1.558 -2.250 2.439
H -1.017 -3.957 2.539
H -6.056 -2.521 1.995
H -5.434 -3.952 1.821
C 0.727 -6.293 -2.611
C 1.497 -6.378 -3.932
C 0.600 -6.799 -5.147
O 0.138 -8.112 -4.988
C -0.632 -8.540 -6.081
N 2.112 -5.090 -4.206
H 0.089 -5.423 -2.456
H 1.366 -6.479 -1.747
H 0.045 -7.143 -2.643
H 2.278 -7.127 -3.802
H 1.142 -6.634 -6.078
H -0.267 -6.160 -5.316
H -0.858 -9.595 -5.928
H -0.174 -8.432 -7.064
H -1.606 -8.054 -6.135
H 2.641 -5.219 -5.057
H 2.625 -4.861 -3.366
C -1.688 3.197 -1.044
C -2.284 2.973 -2.457
C -2.051 1.508 -3.020
O -2.413 1.341 -4.369
C -2.574 -0.085 -4.601
N -3.704 3.269 -2.395
H -2.117 4.086 -0.583
H -0.629 3.429 -1.154
H -1.959 2.433 -0.315
H -1.837 3.691 -3.145
H -2.519 0.811 -2.325
H -1.028 1.157 -2.879
H -3.529 -0.255 -4.104
H -1.769 -0.734 -4.254
H -2.770 -0.318 -5.647
H -3.935 4.246 -2.278
H -4.161 3.121 -3.283
C -0.042 0.902 6.001
C -0.363 2.193 6.611
C -0.742 2.258 8.150
O -0.853 3.621 8.685
C -1.378 3.651 10.025
N 0.718 3.103 6.382
H -0.817 0.137 5.974
H 0.849 0.383 6.356
H 0.125 0.932 4.925
H -1.263 2.551 6.111
H -0.067 1.719 8.815
H -1.726 1.793 8.208
H -1.355 4.715 10.261
H -0.711 3.110 10.696
H -2.369 3.253 10.240
H 1.582 2.663 6.666
H 0.589 3.737 7.157
C 5.437 -3.515 -3.562
C 5.248 -4.174 -2.192
C 5.927 -3.481 -0.983
O 5.659 -2.111 -0.946
C 6.308 -1.495 0.143
N 3.783 -4.050 -1.993
H 5.325 -2.434 -3.471
H 4.845 -3.857 -4.410
H 6.492 -3.600 -3.822
H 5.578 -5.211 -2.263
H 6.995 -3.698 -0.949
H 5.506 -4.066 -0.166
H 7.396 -1.559 0.146
H 5.926 -1.990 1.035
H 5.958 -0.484 0.352
H 3.677 -3.084 -1.717
H 3.607 -4.605 -1.168
C 1.258 5.597 3.123
C 1.488 4.174 2.450
C 2.138 4.144 1.082
O 1.213 4.563 0.107
C 1.716 5.058 -1.109
N 2.269 3.411 3.388
H 0.840 5.619 4.130
H 0.642 6.248 2.502
H 2.162 6.192 3.254
H 0.520 3.674 2.414
H 2.440 3.112 0.904
H 3.073 4.696 1.172
H 0.908 5.307 -1.796
H 2.364 4.336 -1.607
H 2.295 5.980 -1.055
H 3.175 3.824 3.556
H 1.789 3.395 4.277
C 3.320 -1.686 2.740
C 3.709 -0.260 3.205
C 5.184 0.064 3.607
O 5.675 -0.683 4.694
C 7.081 -0.573 4.957
N 3.215 0.545 2.157
H 2.239 -1.814 2.780
H 3.822 -2.447 3.338
H 3.568 -1.939 1.709
H 3.207 0.049 4.122
H 5.357 1.132 3.740
H 5.774 -0.278 2.757
H 7.113 0.464 5.292
H 7.600 -0.621 4.000
H 7.435 -1.260 5.726
H 2.281 0.207 1.978
H 3.091 1.484 2.507
C 4.092 -7.968 -1.493
C 5.073 -7.415 -0.393
C 4.339 -6.735 0.747
O 3.484 -5.667 0.294
C 2.816 -5.033 1.314
N 5.799 -8.591 0.076
H 3.215 -8.399 -1.011
H 4.595 -8.714 -2.108
H 3.743 -7.269 -2.254
H 5.830 -6.737 -0.788
H 5.000 -6.441 1.562
H 3.661 -7.471 1.180
H 3.619 -4.485 1.806
H 2.415 -5.664 2.107
H 2.133 -4.265 0.951
H 6.300 -8.291 0.901
H 6.584 -8.553 -0.558
C 0.584 -2.396 -0.748
C 0.202 -1.024 -1.245
C 0.210 0.066 -0.176
O -0.870 -0.128 0.663
C -0.745 0.631 1.907
N 1.200 -0.730 -2.267
H -0.269 -2.794 -0.197
H 1.488 -2.276 -0.152
H 0.834 -3.092 -1.549
H -0.755 -1.052 -1.766
H 0.072 1.066 -0.588
H 1.154 0.036 0.368
H -0.545 1.675 1.663
H -0.015 0.300 2.646
H -1.722 0.758 2.374
H 2.057 -0.658 -1.739
H 1.075 0.231 -2.552
C -7.770 0.440 5.246
C -7.708 1.897 4.808
C -6.316 2.527 4.434
O -5.286 1.979 5.333
C -3.965 2.381 4.980
N -8.604 2.033 3.688
H -8.782 0.157 5.538
H -7.052 0.305 6.055
H -7.572 -0.238 4.416
H -8.005 2.435 5.708
H -6.326 3.614 4.516
H -5.982 2.305 3.421
H -3.761 2.160 3.933
H -3.234 1.905 5.633
H -3.851 3.459 5.091
H -8.237 1.373 3.017
H -9.499 1.586 3.825
C 4.796 2.159 -0.471
C 3.860 1.292 -1.345
C 4.591 0.808 -2.692
O 5.054 1.817 -3.553
C 5.158 1.417 -4.899
N 3.602 0.036 -0.627
H 5.772 1.739 -0.229
H 4.317 2.359 0.488
H 5.024 3.120 -0.933
H 2.898 1.781 -1.497
H 3.952 0.114 -3.236
H 5.456 0.212 -2.400
H 5.451 2.193 -5.607
H 4.224 1.028 -5.304
H 5.950 0.668 -4.865
H 4.467 -0.480 -0.550
H 3.431 0.296 0.333
*
```

Values from the calculation:
HOMO level: -0.28497 Ha
Frontier orbital gap: 8.134 eV

These are the Löwdin partial charges, in e, on atoms 1 to 99: -0.03 -0.38 -0.15 -0.18 -0.14 0.04 0.06 0.05 0.06 0.13 0.12 0.09 0.07 0.09 0.08 0.07 0.07 -0.05 -0.43 -0.21 -0.19 -0.10 0.04 0.07 0.04 0.06 0.11 0.11 0.12 0.07 0.09 0.09 0.03 0.00 -0.04 -0.45 -0.17 -0.18 -0.11 0.04 0.07 0.05 0.08 0.15 0.13 0.10 0.09 0.09 0.06 0.09 0.03 -0.05 -0.38 -0.21 -0.19 -0.10 0.03 0.07 0.07 0.07 0.10 0.10 0.12 0.09 0.08 0.07 0.06 -0.01 -0.04 -0.37 -0.18 -0.21 -0.12 0.04 0.05 0.07 0.08 0.11 0.11 0.13 0.08 0.07 0.09 0.00 0.07 -0.04 -0.41 -0.21 -0.18 -0.13 0.04 0.07 0.06 0.07 0.11 0.11 0.12 0.09 0.09

***

*two*
Formula: C60H165N15O15
Source: the Open Molecules 2025 dataset
Level of theory: ωB97M-V/def2-TZVPD

ORCA input file:
```
! wB97M-V def2-TZVPD RIJCOSX def2/J DEFGRID3
* xyz 0 1
C 8.548 2.099 1.487
C 8.341 2.468 0.011
C 7.025 3.126 -0.278
O 6.002 2.208 -0.034
C 4.763 2.838 0.126
N 9.479 3.192 -0.539
H 8.062 2.801 2.172
H 9.585 2.077 1.829
H 8.203 1.073 1.638
H 8.372 1.496 -0.500
H 7.049 3.540 -1.297
H 6.942 4.025 0.354
H 4.464 3.439 -0.743
H 4.735 3.586 0.927
H 3.948 2.136 0.309
H 9.435 4.181 -0.332
H 10.359 2.785 -0.275
C 2.368 -2.939 3.347
C 2.489 -4.339 3.931
C 1.694 -4.510 5.222
O 2.518 -3.996 6.259
C 1.830 -3.950 7.488
N 2.099 -5.289 2.885
H 2.806 -2.234 4.051
H 1.292 -2.769 3.223
H 2.719 -2.853 2.319
H 3.534 -4.598 4.140
H 1.498 -5.546 5.526
H 0.756 -3.964 5.070
H 0.822 -3.530 7.487
H 2.452 -3.352 8.155
H 1.791 -4.958 7.921
H 2.735 -5.324 2.096
H 2.049 -6.256 3.187
C -5.610 -0.107 4.920
C -4.609 -1.029 4.214
C -4.073 -2.136 5.108
O -3.640 -1.615 6.337
C -3.112 -2.591 7.185
N -5.282 -1.594 3.054
H -6.004 0.618 4.209
H -5.145 0.451 5.731
H -6.428 -0.705 5.328
H -3.780 -0.385 3.907
H -3.345 -2.723 4.530
H -4.865 -2.881 5.291
H -2.817 -2.183 8.152
H -2.218 -3.093 6.797
H -3.845 -3.370 7.431
H -6.120 -2.059 3.393
H -4.797 -2.332 2.560
C -2.951 4.634 -1.614
C -1.994 4.469 -2.764
C -1.561 5.837 -3.323
O -0.732 5.580 -4.443
C -0.372 6.729 -5.190
N -0.833 3.641 -2.354
H -3.283 3.668 -1.231
H -3.836 5.205 -1.896
H -2.428 5.133 -0.792
H -2.522 3.870 -3.515
H -0.999 6.303 -2.504
H -2.432 6.437 -3.595
H -1.255 7.285 -5.525
H 0.262 6.390 -6.002
H 0.135 7.400 -4.485
H -0.656 4.048 -1.430
H -0.070 3.867 -2.988
C 2.385 -2.229 -5.674
C 1.143 -2.324 -4.834
C 0.564 -3.740 -4.681
O 0.090 -4.117 -5.982
C -0.959 -5.066 -5.930
N 1.455 -1.804 -3.474
H 2.129 -2.466 -6.712
H 3.067 -3.047 -5.422
H 2.869 -1.257 -5.643
H 0.357 -1.628 -5.131
H -0.212 -3.791 -3.916
H 1.384 -4.421 -4.420
H -1.835 -4.815 -5.322
H -0.566 -5.971 -5.448
H -1.237 -5.203 -6.972
H 0.550 -1.685 -3.031
H 1.956 -2.513 -2.944
C 5.733 -1.550 -3.426
C 5.337 -0.728 -2.210
C 5.856 -1.344 -0.898
O 5.089 -2.502 -0.652
C 5.246 -3.087 0.618
N 5.857 0.623 -2.329
H 5.093 -2.431 -3.311
H 6.793 -1.800 -3.348
H 5.492 -1.159 -4.413
H 4.244 -0.703 -2.143
H 5.659 -0.655 -0.063
H 6.930 -1.569 -0.876
H 6.168 -3.665 0.730
H 4.451 -3.808 0.813
H 5.150 -2.308 1.382
H 6.723 0.667 -2.852
H 6.021 1.054 -1.412
C -0.645 6.326 4.811
C -1.199 5.178 5.707
C -2.325 4.446 4.996
O -1.920 3.899 3.748
C -3.002 3.285 3.092
N -0.096 4.318 6.125
H -1.445 6.997 4.493
H -0.150 5.792 4.003
H 0.050 6.929 5.394
H -1.619 5.629 6.610
H -3.227 5.066 4.971
H -2.610 3.573 5.599
H -3.914 3.887 3.159
H -3.144 2.253 3.423
H -2.872 3.258 2.005
H 0.515 4.836 6.744
H 0.449 4.114 5.293
C 1.262 3.822 2.728
C 0.876 4.636 1.487
C 2.032 4.963 0.531
O 3.097 5.567 1.250
C 2.780 6.835 1.750
N -0.173 3.914 0.748
H 1.858 4.483 3.371
H 1.853 2.935 2.489
H 0.364 3.577 3.291
H 0.338 5.516 1.856
H 1.693 5.600 -0.292
H 2.354 4.015 0.102
H 2.443 7.518 0.959
H 3.634 7.419 2.106
H 2.067 6.836 2.577
H 0.306 3.102 0.317
H -0.856 3.588 1.420
C -5.662 -4.299 1.242
C -6.946 -4.848 0.666
C -6.825 -5.258 -0.767
O -7.991 -5.671 -1.414
C -7.969 -5.813 -2.807
N -7.324 -5.976 1.532
H -5.748 -4.262 2.325
H -5.370 -3.327 0.839
H -4.822 -4.966 1.013
H -7.710 -4.068 0.750
H -6.021 -5.986 -0.954
H -6.458 -4.365 -1.311
H -7.914 -4.814 -3.253
H -8.820 -6.385 -3.160
H -7.054 -6.324 -3.135
H -8.065 -6.517 1.095
H -6.539 -6.622 1.569
C -1.101 -5.817 1.342
C -0.386 -5.106 0.174
C -1.300 -4.574 -0.900
O -2.158 -5.599 -1.347
C -3.116 -5.154 -2.275
N 0.481 -4.061 0.710
H -1.960 -5.226 1.686
H -0.426 -5.894 2.190
H -1.526 -6.787 1.074
H 0.281 -5.878 -0.225
H -0.693 -4.118 -1.692
H -1.842 -3.698 -0.512
H -3.744 -4.325 -1.932
H -3.764 -6.011 -2.460
H -2.693 -4.872 -3.244
H -0.044 -3.243 1.009
H 1.021 -4.363 1.521
C -6.710 0.866 -0.248
C -7.002 0.672 -1.744
C -7.759 -0.652 -1.998
O -7.709 -0.909 -3.396
C -8.516 -2.022 -3.759
N -7.838 1.764 -2.284
H -7.592 1.213 0.297
H -6.044 1.732 -0.201
H -6.283 0.042 0.323
H -6.080 0.583 -2.318
H -8.802 -0.575 -1.662
H -7.329 -1.449 -1.377
H -8.372 -2.941 -3.184
H -8.348 -2.258 -4.807
H -9.543 -1.687 -3.577
H -7.936 1.499 -3.270
H -8.799 1.502 -2.049
C 3.533 3.822 -3.542
C 3.060 2.480 -4.112
C 4.006 2.018 -5.228
O 3.954 2.917 -6.311
C 4.453 2.367 -7.499
N 2.962 1.509 -3.034
H 4.567 3.769 -3.188
H 2.888 4.094 -2.702
H 3.457 4.656 -4.240
H 2.058 2.742 -4.466
H 3.766 0.990 -5.534
H 5.021 1.925 -4.822
H 4.312 2.976 -8.389
H 3.924 1.427 -7.711
H 5.509 2.075 -7.453
H 2.621 0.671 -3.510
H 3.908 1.302 -2.700
C 1.510 -0.237 0.379
C 0.432 0.457 -0.454
C -0.859 0.654 0.326
O -1.477 -0.620 0.410
C -2.766 -0.550 0.958
N 0.976 1.736 -0.878
H 2.338 -0.552 -0.265
H 1.152 -1.113 0.917
H 1.987 0.492 1.039
H 0.140 -0.147 -1.318
H -1.565 1.278 -0.242
H -0.718 1.125 1.307
H -3.420 0.048 0.315
H -2.750 -0.085 1.953
H -3.188 -1.527 1.194
H 0.322 2.266 -1.469
H 1.774 1.543 -1.501
C -1.619 -0.552 -3.359
C -2.918 0.168 -3.727
C -4.095 -0.752 -3.931
O -3.805 -1.774 -4.854
C -4.978 -2.467 -5.211
N -3.201 1.082 -2.614
H -1.653 -0.982 -2.357
H -0.760 0.055 -3.638
H -1.621 -1.466 -3.973
H -2.788 0.677 -4.685
H -4.938 -0.204 -4.372
H -4.446 -1.135 -2.959
H -5.696 -1.785 -5.680
H -5.407 -2.998 -4.357
H -4.776 -3.170 -6.021
H -3.020 0.622 -1.735
H -2.556 1.848 -2.782
C 4.913 0.843 3.072
C 5.022 1.118 4.566
C 6.450 1.455 4.958
O 7.347 0.401 4.658
C 8.675 0.683 5.054
N 4.140 2.220 4.927
H 5.459 -0.077 2.830
H 5.447 1.571 2.454
H 3.884 0.787 2.719
H 4.669 0.268 5.155
H 6.549 1.739 6.011
H 6.743 2.342 4.376
H 8.816 0.697 6.137
H 9.058 1.598 4.594
H 9.227 -0.154 4.625
H 4.401 3.090 4.474
H 3.160 2.095 4.722
*
```

Values from the calculation:
HOMO level: -0.30599 Ha
Frontier orbital gap: 8.883 eV

These are the Löwdin partial charges, in e, on atoms 1 to 99: -0.06 -0.44 -0.22 -0.22 -0.11 0.04 0.07 0.07 0.08 0.13 0.13 0.14 0.08 0.09 0.08 0.07 0.07 -0.05 -0.41 -0.20 -0.18 -0.12 0.01 0.08 0.08 0.06 0.14 0.13 0.12 0.08 0.09 0.09 0.08 0.08 -0.05 -0.44 -0.23 -0.16 -0.12 0.05 0.08 0.08 0.08 0.11 0.13 0.13 0.09 0.08 0.09 0.08 0.02 -0.07 -0.44 -0.20 -0.21 -0.10 0.05 0.07 0.08 0.07 0.13 0.13 0.13 0.08 0.09 0.09 0.03 0.07 -0.05 -0.42 -0.18 -0.19 -0.11 0.06 0.08 0.08 0.06 0.12 0.10 0.13 0.06 0.09 0.09 0.02 0.08 -0.05 -0.43 -0.19 -0.19 -0.10 0.05 0.08 0.08 0.07 0.11 0.12 0.13 0.09 0.07

***

Compare the structures above. Which one is the most stable? *two* is.